# 1
# C19H35BFI2N3O6P4Ta

C19H35BFI2N3O6P4Ta as an isolated structure in a non-equilibrium geometry (wB97M-V/def2-TZVPD, the Open Molecules 2025 dataset).

Frontier orbital gap, eV: 5.369
Energy relative to the best compared isomer or geometry (same formula, charge and spin), kJ/mol: 477.3
Total charge: -1

Atoms and positions in Å:
C (-4.16, 4.97, -4.56)
H (-3.12, 1.87, 0.34)
H (-3.76, 4.21, -2.62)
H (-0.08, -2.29, -2.80)
O (3.55, -2.29, -1.20)
P (1.44, -3.18, 3.31)
H (1.25, -1.06, 6.26)
C (3.52, -5.18, 1.63)
C (2.19, -5.22, 0.69)
H (1.43, -5.81, 3.38)
H (3.42, -1.59, -1.92)
H (-2.04, 3.83, 1.48)
H (0.17, -5.05, 4.58)
H (-0.77, -2.64, 4.41)
F (3.76, -6.40, 2.50)
H (0.13, -2.66, 6.61)
H (-3.86, 5.99, -4.39)
C (-2.04, 2.35, -1.42)
H (-2.87, -4.54, 2.97)
H (1.31, 6.51, 0.97)
H (1.33, -6.18, -2.15)
H (-0.41, 5.01, -0.35)
O (0.77, -2.63, -2.36)
C (3.16, 7.54, -1.43)
H (1.57, -6.19, 0.96)
C (0.90, -2.12, 5.91)
B (0.30, -3.71, -1.42)
C (0.28, -2.09, 4.35)
P (-1.27, -5.00, 1.39)
O (-1.87, -4.74, 3.00)
I (-2.65, -1.40, 2.33)
H (-0.64, 3.54, -2.62)
C (1.91, 7.28, -0.92)
C (-1.03, 4.14, -0.50)
C (-4.53, 2.83, -4.04)
C (0.20, -6.12, -1.87)
H (0.12, -6.42, -0.73)
P (-0.74, -1.32, 0.82)
H (1.88, -2.81, 5.90)
H (2.04, -4.93, 5.02)
I (-3.24, -4.46, -0.06)
C (4.10, 7.19, -0.44)
H (-2.41, 1.55, -2.04)
C (-1.84, 3.56, 0.45)
C (-4.64, 4.35, -5.69)
C (3.40, 6.73, 0.65)
O (-1.46, -1.29, -0.81)
P (2.76, -1.79, 0.29)
H (3.73, 6.36, 1.61)
H (0.20, -0.97, 4.02)
H (-1.96, -0.43, -0.92)
H (1.59, 0.38, 1.14)
H (1.31, 0.11, -0.78)
H (0.92, 7.40, -1.35)
H (-5.26, 2.22, -6.02)
N (2.06, 6.79, 0.35)
N (-2.46, 2.48, -0.12)
O (-0.44, -4.82, -2.06)
C (-1.15, 3.37, -1.68)
H (3.37, 7.94, -2.42)
C (1.25, -4.94, 4.13)
C (2.07, 0.02, 0.11)
N (-4.09, 4.04, -3.56)
H (5.18, 7.27, -0.50)
H (-0.34, -7.01, -2.46)
H (3.03, 0.72, -0.04)
C (-4.88, 2.99, -5.36)
H (-4.81, 4.82, -6.65)
O (4.47, -4.25, 1.68)
Ta (0.75, -3.42, 0.84)
H (-4.56, 1.96, -3.40)
H (2.56, -5.37, -0.43)

---

# 2
# C19H35Cl12FIN4O2

C19H35Cl12FIN4O2 as an isolated structure in a non-equilibrium geometry (wB97M-V/def2-TZVPD, the Open Molecules 2025 dataset).

Frontier orbital gap, eV: 8.937
Total charge: +1

Atoms and positions in Å:
H (-4.68, -2.76, -5.54)
H (6.27, 0.10, -1.70)
F (5.11, -1.72, -2.50)
H (-3.50, -3.37, -4.38)
H (4.25, 1.62, 4.63)
Cl (-3.99, -5.10, -7.02)
I (-0.78, -1.16, -1.57)
Cl (2.95, 0.57, 2.96)
H (3.91, -2.40, -0.27)
C (2.30, 2.53, 4.74)
Cl (-3.95, -1.66, -2.09)
C (-1.47, -0.29, 4.64)
C (-4.40, -4.55, -8.67)
N (3.40, 0.22, -0.85)
H (-5.68, -2.65, -3.33)
C (-4.81, -3.09, -8.68)
C (-4.14, -0.34, 8.18)
Cl (-0.31, 2.16, 0.04)
H (-2.00, 0.24, 5.44)
H (-3.52, -4.68, -9.29)
Cl (-4.44, -1.01, 6.55)
H (1.95, -0.82, 0.21)
H (1.49, 0.88, -0.07)
H (-3.09, -0.10, 8.26)
C (-5.00, 0.87, 8.45)
H (3.98, -0.37, 1.04)
H (3.00, 0.58, 5.31)
O (1.77, -0.55, -2.83)
H (3.77, 3.25, -1.99)
H (-4.94, -2.76, -9.71)
N (6.29, 0.90, -1.08)
C (3.20, 1.34, 4.56)
N (4.57, 1.97, 0.13)
Cl (-4.52, 2.26, 7.44)
C (-1.74, 0.35, 3.31)
C (1.24, -0.52, -1.75)
H (-1.81, -1.32, 4.64)
O (6.76, -2.60, -1.33)
H (-5.37, -1.00, -3.86)
H (-0.06, 4.77, -1.17)
Cl (-2.87, -1.29, -5.30)
C (5.48, 0.75, 0.12)
C (4.83, -1.81, -0.15)
H (2.39, 2.90, 5.76)
H (2.97, 1.91, -2.75)
C (-4.90, -1.94, -3.58)
Cl (-2.39, 4.65, -0.90)
H (-5.20, -5.19, -9.04)
Cl (-1.38, 2.10, 3.34)
Cl (-6.36, -2.82, -7.84)
H (-4.88, 1.17, 9.49)
C (5.69, -2.11, -1.35)
C (-0.85, 4.22, -1.67)
H (-4.37, -1.13, 8.89)
H (7.24, 1.16, -0.86)
H (-6.05, 0.66, 8.27)
H (-1.45, 2.17, -2.03)
H (-4.06, -2.47, -8.20)
N (3.46, 2.29, -1.94)
C (4.42, -0.36, 0.04)
H (6.12, 0.77, 0.99)
C (3.77, 1.54, -0.93)
H (-1.14, -0.09, 2.52)
C (-0.61, 2.73, -1.63)
H (5.31, -2.20, 0.75)
C (-4.05, -2.49, -4.70)
Cl (2.76, 3.85, 3.64)
H (-0.91, 4.55, -2.71)
H (-2.79, 0.24, 3.06)
H (1.26, 2.28, 4.55)
C (1.98, -0.01, -0.52)
H (0.28, 2.49, -2.22)
Cl (0.27, -0.28, 5.05)
H (4.01, 1.95, 0.99)

---

# 3
# C19H35CrN10

C19H35CrN10 as an isolated structure in a non-equilibrium geometry (wB97M-V/def2-TZVPD, the Open Molecules 2025 dataset).

Frontier orbital gap (alpha / beta), eV: 6.263 / 6.204
Energy relative to the best compared isomer or geometry (same formula, charge and spin), kJ/mol: 25.9
Total charge: +3
Multiplicity: 5

Atoms and positions in Å:
C (-9.77, 12.96, 11.00)
N (-3.87, 10.00, 3.45)
C (-10.84, 15.08, 10.41)
N (-5.57, 10.70, 4.62)
C (-12.06, 14.04, 5.40)
H (-2.60, 7.52, 4.00)
H (-12.92, 15.62, 10.17)
C (-9.46, 11.05, 6.32)
H (-12.69, 14.31, 11.30)
H (-7.29, 14.41, 7.49)
N (-12.62, 13.79, 9.11)
H (-9.88, 10.77, 9.19)
N (-9.21, 12.06, 7.25)
H (-5.03, 7.17, 7.63)
N (-9.96, 14.02, 9.98)
C (-7.14, 13.38, 7.87)
H (-11.69, 11.87, 11.31)
C (-3.81, 7.20, 5.84)
C (-8.37, 10.81, 5.59)
C (-6.17, 11.97, 5.21)
C (-12.36, 14.69, 10.29)
H (-5.37, 12.31, 5.87)
H (-11.54, 15.94, 7.72)
H (-9.82, 15.81, 7.32)
N (-4.65, 10.98, 3.61)
N (-7.37, 11.74, 6.01)
N (-10.72, 11.24, 9.57)
N (-11.00, 14.33, 6.43)
C (-4.84, 7.65, 6.65)
H (-10.75, 15.22, 11.50)
Cr (-10.82, 12.94, 8.22)
H (-11.58, 10.67, 9.44)
H (-7.39, 13.27, 8.92)
H (-9.87, 13.42, 12.01)
H (-8.98, 14.37, 9.73)
C (-11.16, 16.78, 5.77)
C (-7.89, 12.39, 7.06)
H (-10.32, 10.48, 6.48)
H (-11.77, 13.12, 4.86)
H (-3.17, 6.34, 6.02)
C (-5.16, 9.48, 5.24)
H (-6.31, 12.62, 4.36)
H (-13.24, 14.93, 3.85)
H (-10.75, 16.10, 9.92)
H (-6.07, 13.06, 7.83)
H (-12.76, 17.16, 4.46)
N (-12.44, 16.44, 5.14)
H (-13.18, 14.32, 8.44)
H (-10.13, 14.13, 5.94)
C (-10.86, 15.74, 6.86)
C (-3.39, 7.84, 4.65)
C (-4.06, 9.06, 4.48)
H (-11.09, 17.81, 6.17)
H (-8.76, 12.55, 11.05)
C (-12.34, 15.15, 4.42)
C (-10.66, 11.74, 10.93)
H (-13.20, 13.00, 9.38)
H (-8.15, 10.13, 4.77)
H (-13.01, 13.72, 5.90)
H (-6.19, 9.24, 7.15)
H (-10.38, 16.85, 5.03)
C (-5.51, 8.82, 6.38)
H (-13.30, 16.46, 5.77)
H (-10.36, 10.96, 11.57)
H (-11.48, 15.23, 3.69)

---

# 4
# C19H35I2MgN2OSSb

C19H35I2MgN2OSSb as an isolated structure (wB97M-V/def2-TZVPD, the Open Molecules 2025 dataset).

Frontier orbital gap, eV: 7.667
Energy relative to the best compared isomer or geometry (same formula, charge and spin), kJ/mol: 17.2
Total charge: +2

Atoms and positions in Å:
H (-2.30, 3.78, -3.58)
H (4.47, -3.27, -2.75)
N (4.28, -1.38, -1.90)
O (1.50, -1.81, -0.15)
H (2.10, -0.90, 2.03)
H (-3.40, -0.20, 4.42)
C (-2.36, 3.01, -2.81)
C (-2.41, -2.67, 2.44)
C (5.89, 1.85, -2.60)
S (3.94, 0.85, -0.45)
H (6.03, 2.19, -1.58)
I (0.80, 4.43, 2.98)
H (-3.10, 3.33, -2.08)
H (-2.28, -0.28, -2.45)
C (-2.38, -0.17, -1.37)
C (4.86, -2.27, -2.90)
H (5.15, 2.48, -3.10)
H (-0.85, -0.09, 3.96)
C (-1.46, -3.01, 1.50)
H (-0.24, 2.56, -2.93)
C (-1.73, -4.19, 0.60)
H (-3.93, 0.28, 0.10)
H (0.54, -3.55, -0.10)
C (-3.81, 0.21, -0.98)
C (-3.23, -1.27, 4.37)
I (2.10, 3.49, 0.86)
C (4.60, -0.10, -1.76)
C (-2.21, -1.61, 3.32)
H (-4.18, -1.77, 4.18)
H (3.74, -1.80, -1.16)
H (-2.31, 1.19, 1.49)
Mg (1.67, 0.13, -0.26)
H (1.14, 0.62, 1.86)
H (-1.78, -3.91, -0.46)
H (-2.01, 4.07, 0.40)
H (5.95, -2.31, -2.80)
H (-0.90, 2.21, 1.74)
C (1.22, -0.36, 2.38)
N (5.45, 0.45, -2.60)
H (-4.51, -0.54, -1.34)
C (-0.28, -2.22, 1.39)
H (-0.65, 3.70, -1.66)
H (5.84, -0.14, -3.33)
H (1.42, -0.07, 3.41)
C (-0.99, 2.80, -2.18)
C (-1.02, -0.88, 3.24)
H (-3.32, -3.25, 2.51)
C (-0.06, -1.15, 2.30)
C (-2.58, 3.26, 0.86)
H (4.60, -1.94, -3.91)
H (-3.45, 3.06, 0.24)
H (-0.97, -4.96, 0.70)
H (6.83, 1.90, -3.13)
C (-1.73, 2.01, 1.06)
H (-2.11, -1.13, -0.93)
H (-2.69, -4.64, 0.86)
Sb (-0.89, 1.22, -0.74)
C (0.63, -2.56, 0.34)
H (-2.94, 3.62, 1.83)
H (-2.73, 2.10, -3.30)
H (-2.87, -1.59, 5.35)
H (-4.11, 1.17, -1.42)

---

# 5
# C19H35N3O2RhS

C19H35N3O2RhS as an isolated structure in a non-equilibrium geometry (wB97M-V/def2-TZVPD, the Open Molecules 2025 dataset).

Frontier orbital gap, eV: 6.198
Energy relative to the best compared isomer or geometry (same formula, charge and spin), kJ/mol: 30.0
Total charge: +3

Atoms and positions in Å:
H (-6.81, 0.53, -2.27)
H (-4.88, 0.50, -3.82)
C (-0.83, -1.67, -1.83)
O (2.04, -0.18, -0.92)
H (4.98, 0.77, -1.94)
H (3.11, -0.68, 1.66)
C (2.96, 1.45, 1.24)
C (3.74, 0.22, 1.75)
C (3.10, 0.52, -0.95)
H (-4.32, 2.04, 0.86)
H (5.62, 0.89, 0.86)
H (4.10, -0.71, -2.40)
H (1.66, -2.39, -1.11)
H (-1.46, -3.51, 0.34)
C (4.98, -0.78, -0.38)
C (-3.50, 1.19, -2.35)
N (-0.74, -0.62, 1.96)
C (-0.96, -2.09, 1.88)
H (-0.56, -0.51, 4.06)
C (-5.69, 1.29, -0.62)
H (5.68, -0.67, 1.62)
H (-1.85, 1.16, 2.14)
H (-1.95, 4.22, -1.46)
H (0.54, -3.77, -1.00)
H (-0.03, -2.59, 2.16)
H (-1.33, 2.96, -2.58)
C (0.03, -0.25, 3.18)
C (-3.36, 1.63, -1.03)
H (4.45, -1.73, -0.24)
H (1.23, -3.08, 0.48)
Rh (0.37, -0.21, 0.29)
H (5.99, -1.03, -0.69)
C (-2.04, 0.10, 2.00)
C (-1.28, 3.37, -1.58)
H (0.97, -0.80, 3.21)
H (-2.31, -1.98, 0.19)
C (5.06, -0.04, 0.98)
C (4.32, -0.03, -1.59)
H (-2.65, 1.16, -3.02)
H (-1.71, -2.40, 2.61)
O (-0.75, 1.03, -0.69)
H (-2.63, -0.26, 2.85)
H (-6.55, 1.34, 0.04)
H (0.21, 0.82, 3.19)
C (-4.75, 0.81, -2.79)
H (3.96, 0.34, 2.80)
H (-0.26, 3.66, -1.32)
S (-1.83, 2.18, -0.39)
C (-1.36, -2.43, 0.47)
H (4.11, 2.11, -0.38)
H (-1.13, -2.63, -2.25)
H (-0.04, -1.24, -2.44)
N (3.25, 1.61, -0.20)
H (1.88, 1.35, 1.39)
N (-0.30, -1.92, -0.45)
C (-4.44, 1.68, -0.15)
C (0.87, -2.84, -0.52)
H (-2.60, -0.07, 1.09)
H (3.25, 2.37, 1.74)
C (-5.84, 0.85, -1.92)
H (-1.68, -1.01, -1.77)

---

# 6
# C19H35N6O4P2RuTe

C19H35N6O4P2RuTe as an isolated structure in a non-equilibrium geometry (wB97M-V/def2-TZVPD, the Open Molecules 2025 dataset).

Frontier orbital gap (alpha / beta), eV: 5.490 / 5.493
Energy relative to the best compared isomer or geometry (same formula, charge and spin), kJ/mol: 1011.4
Total charge: 0
Multiplicity: 2

Atoms and positions in Å:
H (0.88, 4.85, -0.56)
C (1.93, -3.06, -4.61)
C (-2.20, -2.38, 1.19)
Ru (0.36, -0.24, -0.41)
O (0.79, 0.84, -1.59)
N (0.51, -2.26, 0.19)
O (1.50, -1.31, -1.89)
N (-1.44, 0.14, 3.61)
O (1.97, 1.00, -3.38)
H (3.03, 3.34, -5.53)
C (-0.06, 4.72, -1.10)
N (0.50, -6.31, 2.41)
H (0.16, 4.19, -2.03)
H (1.18, -3.37, -5.35)
H (1.27, -1.02, -4.64)
H (1.62, 3.54, 3.09)
H (-0.44, 5.71, -1.35)
N (-0.20, -4.24, 3.04)
H (-2.38, 3.26, 2.52)
H (-3.45, 3.26, 1.12)
H (1.68, 3.00, 0.72)
H (0.03, 1.36, 2.70)
H (-3.44, -1.53, 4.82)
C (0.62, -3.36, 0.52)
C (-0.62, 0.53, 2.62)
H (-0.51, -3.31, 2.77)
H (-3.70, 2.09, 2.40)
H (-1.86, -2.61, 0.20)
H (-2.65, 1.03, 0.43)
C (-3.16, -3.14, 1.82)
H (-0.02, 2.97, 3.29)
H (2.85, -3.63, -4.79)
C (0.36, -4.99, 2.04)
C (-3.60, -2.84, 3.12)
H (3.66, 2.22, -3.42)
C (-3.10, -1.76, 3.82)
H (-2.02, 3.90, -0.83)
C (-1.09, 3.96, -0.26)
C (-2.14, -0.99, 3.18)
H (0.29, 4.40, 2.32)
H (1.26, 1.56, 1.59)
H (-1.52, 0.59, 4.51)
H (-0.92, -4.73, 3.55)
H (2.56, -1.37, -5.77)
C (-1.66, -1.27, 1.87)
C (2.20, -1.58, -4.75)
C (2.97, 1.72, -4.11)
C (0.88, 2.54, 1.30)
C (-2.93, 2.62, 1.83)
Te (4.24, 0.26, -1.04)
C (2.28, 2.77, -4.97)
H (1.56, -3.28, -3.61)
H (-1.56, 0.76, 1.85)
N (0.76, -4.61, 0.87)
H (-1.31, 4.53, 0.65)
C (0.67, 3.41, 2.57)
O (3.23, -1.17, -3.84)
H (3.54, 1.06, -4.78)
H (-4.35, -3.47, 3.58)
C (-2.02, 1.60, 1.12)
H (-3.58, -3.99, 1.30)
H (0.85, -6.43, 3.35)
P (2.63, -0.31, -2.58)
P (-0.56, 2.25, 0.12)
N (-0.71, -0.34, 1.49)
H (1.60, 2.30, -5.67)
H (1.06, -6.83, 1.75)
H (1.72, 3.46, -4.34)

---

# 7
# C19H36Cl2I2N2O10S

C19H36Cl2I2N2O10S as an isolated structure (wB97M-V/def2-TZVPD, the Open Molecules 2025 dataset).

Frontier orbital gap, eV: 7.710
Total charge: 0

Atoms and positions in Å:
C (-0.94, 1.02, 2.17)
O (-5.22, -1.46, 1.41)
I (-2.12, 2.96, -0.79)
H (0.36, 2.77, 3.33)
H (-5.88, -1.68, 2.07)
H (1.99, 0.65, 0.38)
H (-0.65, 0.40, -2.71)
H (4.13, -5.46, 2.24)
H (-3.52, -6.75, -0.26)
H (-3.00, 6.85, -2.18)
O (4.62, 0.11, 0.56)
O (-2.13, -1.40, 2.94)
H (2.67, 1.05, -1.24)
C (4.02, 2.08, 1.84)
H (-5.44, -0.56, 1.14)
O (3.52, -5.16, 1.55)
C (-1.43, -0.76, -1.19)
C (-1.93, -1.18, 1.63)
H (-1.25, 2.02, 1.89)
I (1.34, 3.73, -1.44)
Cl (0.69, -2.55, -2.32)
C (1.78, 0.79, -0.68)
H (-3.10, 8.57, -3.86)
H (-5.41, 0.58, -0.78)
C (-2.30, -2.17, 0.67)
H (3.13, -5.97, 1.21)
H (-2.41, -2.32, 3.06)
C (1.04, 2.21, 2.69)
H (-1.81, -2.11, -4.96)
H (2.70, 2.94, 3.79)
C (4.70, -1.09, 1.31)
H (5.59, 1.86, 0.44)
H (-1.58, -3.35, -3.69)
C (4.34, -2.28, 0.43)
H (-1.84, 8.90, -4.64)
O (-3.61, -7.62, -0.67)
H (1.43, -0.16, -1.06)
N (-2.49, -2.96, -1.45)
C (-0.57, 1.52, -0.62)
C (-0.35, -1.59, -3.44)
O (3.30, 1.27, 2.74)
Cl (-2.77, -0.21, -3.45)
C (2.31, 1.96, 3.47)
H (5.16, -2.98, 0.41)
H (4.02, -1.07, 2.17)
H (0.35, -1.05, -4.07)
S (-3.09, -4.06, -0.46)
C (5.12, 1.25, 1.21)
N (-2.87, -3.33, 0.95)
C (-1.19, -0.53, -2.65)
C (0.70, 1.81, -0.86)
H (4.48, 2.93, 2.35)
H (-3.45, 5.63, -1.40)
O (-2.15, 8.43, -3.85)
H (5.90, 1.00, 1.94)
H (3.38, 2.42, 1.03)
H (-0.38, -3.09, -4.91)
C (-1.11, -2.58, -4.29)
H (-4.39, 1.51, -0.14)
C (-1.35, -0.02, 1.17)
H (3.50, -2.80, 0.86)
H (2.10, 1.38, 4.36)
O (-5.31, 1.24, -0.08)
O (-3.77, 6.46, -1.77)
O (0.48, 0.97, 2.31)
H (4.08, -1.94, -0.57)
C (-2.06, -1.95, -0.70)
H (-1.40, 0.79, 3.13)
C (-1.12, 0.19, -0.24)
H (1.29, 2.79, 1.80)
H (5.71, -1.19, 1.72)
H (-4.54, -7.67, -0.92)